#1
Below is a cluster of 3 separate species, C5H13NO2 in total, with properties calculated with ωB97M-V with the def2-TZVPD basis set.

Properties
HOMO level	-0.292	Eh
net charge	0
HOMO-LUMO gap	4.89	eV

Each line ends with the Löwdin charge.
Cartesian coordinates (Å):
1 C 0.28 -0.13 -2.07  -0.30
2 O 1.61 0.18 -2.31  -0.12
3 C -0.04 -0.05 -0.57  -0.18
4 C -1.42 -0.24 -0.22  0.08
5 C -1.99 0.55 0.78  -0.14
6 C -3.18 1.20 0.84  0.11
7 N 1.30 -0.91 1.93  0.00
8 H -0.28 0.65 -2.57  0.11
9 H 0.05 -1.13 -2.46  0.12
10 H 3.66 0.36 -0.20  -0.03
11 H 0.27 0.94 -0.19  0.15
12 H 1.34 -0.70 2.90  0.00
13 H -2.03 -0.95 -0.79  0.15
14 H -1.46 0.54 1.74  0.13
15 H -3.89 1.11 0.03  0.08
16 H -3.38 1.58 1.83  0.07
17 H 0.68 -0.73 -0.07  0.13
18 H 1.69 -1.82 1.74  0.02
19 H 1.78 -0.27 1.28  -0.02
20 H 2.17 -0.03 -1.40  -0.01
21 O 2.84 -0.14 -0.22  -0.35


#2
Below is a cluster of 2 separate species, C5H13NO2 in total, with properties calculated with ωB97M-V with the def2-TZVPD basis set.

Properties
HOMO level	-0.325	Eh
net charge	0
SMILES string	CN[C@H](C)CC=O.O
HOMO-LUMO gap	9.59	eV

Each line ends with the Löwdin charge.
Cartesian coordinates (Å):
1 C 1.94 -1.14 0.44  -0.11
2 N 1.46 0.19 -0.11  -0.05
3 C 0.04 0.66 0.46  -0.32
4 C -1.13 -0.34 0.27  -0.07
5 C -0.44 1.94 -0.23  -0.13
6 C -1.71 2.44 0.42  -0.22
7 O -1.89 2.58 1.65  0.03
8 H 2.49 -1.03 1.32  0.05
9 H 2.63 -1.53 -0.25  0.05
10 H 1.02 -1.95 0.52  0.10
11 H 1.50 0.40 -1.08  0.07
12 H 0.17 0.71 1.46  0.09
13 H -1.03 -0.73 -0.72  0.06
14 H -1.14 -1.26 0.86  0.07
15 H -2.06 0.13 0.55  0.07
16 H 0.42 2.65 -0.10  0.14
17 H -0.56 1.76 -1.31  0.12
18 H -2.51 2.51 -0.22  0.09
19 O 0.05 -2.47 -1.56  -0.06
20 H 0.84 -2.92 -1.76  0.01
21 H -0.10 -2.59 -0.60  0.02


According to the calculations, the structures order from most to least stable as #2, #1.


#1
Below is the ion C5H10N5 with charge +1, with properties calculated with ωB97M-V with the def2-TZVPD basis set.

Properties
HOMO level	-0.417	Eh
net charge	+1
HOMO-LUMO gap	8.05	eV

Each line ends with the Löwdin charge.
Cartesian coordinates (Å):
1 C 1.72 1.87 -2.08  -0.18
2 C 1.16 1.03 -3.03  -0.09
3 C 0.29 0.59 0.47  -0.05
4 C -0.94 -0.84 1.99  -0.38
5 C -1.25 -2.10 2.58  0.04
6 N 1.80 1.70 -0.77  0.00
7 N 1.24 0.51 -0.38  -0.10
8 N 0.24 0.88 -3.90  0.09
9 N -1.47 0.29 2.45  0.22
10 N -0.02 -0.69 1.04  0.07
11 H 2.21 2.66 -2.71  0.15
12 H -0.38 -2.29 3.15  0.11
13 H -2.17 -2.06 3.05  0.08
14 H -1.30 -2.89 1.76  0.14
15 H 1.73 -0.35 -0.83  0.19
16 H -0.59 1.55 -4.20  0.18
17 H 0.35 0.14 -4.64  0.14
18 H -1.97 0.39 3.33  0.16
19 H -0.98 1.10 2.20  0.07
20 H 0.34 -1.49 0.50  0.16


#2
Below is a cluster of 2 separate species, C5H10N5 in total, with properties calculated with ωB97M-V with the def2-TZVPD basis set.

Properties
HOMO level	-0.500	Eh
net charge	+1
HOMO-LUMO gap	9.44	eV

Each line ends with the Löwdin charge.
Cartesian coordinates (Å):
1 C -0.87 -0.94 1.29  -0.26
2 C -0.16 -1.22 -1.80  -0.32
3 C 1.77 1.10 0.99  0.08
4 C 0.84 1.35 0.08  -0.11
5 C -0.66 1.20 0.12  -0.30
6 N -0.67 -0.17 -1.72  0.18
7 N 0.20 -1.53 1.06  0.15
8 N -1.27 0.28 0.88  0.13
9 N 0.47 -2.31 -2.02  0.16
10 N -1.43 2.16 -0.42  0.23
11 H -1.70 -1.47 1.82  0.16
12 H 2.87 1.45 0.89  0.13
13 H 1.58 0.60 1.91  0.05
14 H 1.12 1.83 -0.80  0.09
15 H 0.33 -2.43 1.44  0.06
16 H -2.18 0.42 1.09  0.12
17 H 1.31 -2.41 -2.52  0.11
18 H 0.46 -3.13 -1.42  0.13
19 H -0.95 2.66 -1.14  0.13
20 H -2.35 2.02 -0.60  0.09


#3
Below is the ion C5H10N5 with charge +1, with properties calculated with ωB97M-V with the def2-TZVPD basis set.

Properties
HOMO level	-0.486	Eh
net charge	+1
SMILES string	C/N=C/N[C@H]1N=CNC=[NH+]1
HOMO-LUMO gap	9.19	eV

Each line ends with the Löwdin charge.
Cartesian coordinates (Å):
1 C -2.60 -0.51 0.06  -0.09
2 N -1.22 0.01 0.10  -0.03
3 C -1.09 1.30 0.18  -0.16
4 N 0.14 1.87 -0.03  0.09
5 C 1.34 1.13 -0.18  -0.32
6 N 1.91 0.54 1.00  0.16
7 C 1.94 -0.71 1.15  -0.08
8 N 1.29 -1.63 0.23  0.10
9 C 0.77 -1.12 -0.86  -0.10
10 N 1.18 0.10 -1.26  0.13
11 H -3.23 -0.27 -0.76  0.07
12 H -2.57 -1.58 0.26  0.08
13 H -3.04 -0.01 0.96  0.09
14 H -1.95 1.84 0.53  0.14
15 H 0.24 2.73 0.39  0.11
16 H 2.08 1.79 -0.61  0.16
17 H 2.25 -1.32 2.02  0.15
18 H 1.40 -2.62 0.44  0.17
19 H 0.42 -1.96 -1.53  0.19
20 H 0.75 0.41 -2.09  0.14


According to the calculations, the structures order from most to least stable as #3, #2, #1.


#1
Below is the molecule CH5PS2, with properties calculated with ωB97M-V with the def2-TZVPD basis set.

Properties
HOMO level	-0.326	Eh
net charge	0
SMILES string	CSSP
HOMO-LUMO gap	7.47	eV

Each line ends with the Löwdin charge.
Cartesian coordinates (Å):
1 C 0.64 1.18 1.43  -0.54
2 S -0.20 1.23 -0.19  0.43
3 S -0.68 -1.26 0.07  0.08
4 P -0.82 -2.01 -1.85  0.35
5 H 1.15 0.31 1.42  -0.06
6 H -0.09 0.95 2.20  0.02
7 H 1.09 2.19 1.63  0.06
8 H -1.53 -1.06 -2.49  -0.18
9 H 0.44 -1.54 -2.22  -0.15


#2
Below is a cluster of 2 separate species, CH5PS2 in total, with properties calculated with ωB97M-V with the def2-TZVPD basis set.

Properties
HOMO level (alpha / beta)	-0.289 / -0.336	Eh
net charge	0
HOMO-LUMO gap (alpha / beta)	5.83 / 7.97	eV

Each line ends with the Löwdin charge.
Cartesian coordinates (Å):
1 C 0.55 -0.76 0.34  -0.47
2 P -0.22 0.75 1.08  0.48
3 S 0.65 2.18 -0.11  0.35
4 S -3.12 -0.58 -0.05  0.21
5 H 0.62 -0.71 -0.72  0.01
6 H -0.27 -1.42 0.53  -0.04
7 H 1.38 -1.19 0.96  0.06
8 H 0.01 3.11 0.56  -0.22
9 H -2.33 -1.58 -0.33  -0.38


According to the calculations, the structures order from most to least stable as #1, #2.


#1
Below is a cluster of 14 separate species, C14H56O14 in total, with properties calculated with ωB97M-V with the def2-TZVPD basis set.

Properties
HOMO level	-0.353	Eh
net charge	0
HOMO-LUMO gap	9.75	eV

Each line ends with the Löwdin charge.
Cartesian coordinates (Å):
1 C 0.11 2.48 3.60  -0.16
2 O -0.22 1.14 3.27  -0.15
3 H 0.93 2.87 2.98  0.06
4 H -0.74 3.17 3.48  0.08
5 H 0.44 2.50 4.63  0.08
6 H -0.41 1.15 2.31  0.03
7 C -3.50 4.94 -0.60  -0.17
8 O -2.72 3.98 0.09  -0.12
9 H -4.33 5.23 0.04  0.08
10 H -2.95 5.86 -0.83  0.08
11 H -3.92 4.56 -1.54  0.06
12 H -1.88 3.88 -0.38  0.03
13 C 0.20 0.60 -3.51  -0.10
14 O 0.09 2.00 -3.81  -0.13
15 H -0.70 0.03 -3.72  0.07
16 H 1.04 0.17 -4.06  0.08
17 H 0.47 0.52 -2.46  0.06
18 H 0.17 2.10 -4.76  0.09
19 C -3.16 -2.39 -1.15  -0.17
20 O -2.30 -1.92 -2.15  -0.13
21 H -4.18 -2.54 -1.54  0.09
22 H -2.83 -3.36 -0.78  0.06
23 H -3.20 -1.73 -0.28  0.06
24 H -2.66 -1.10 -2.54  0.03
25 C 0.60 -3.78 -0.37  -0.10
26 O 1.03 -3.47 0.96  -0.15
27 H -0.48 -3.91 -0.41  0.08
28 H 0.83 -2.91 -0.99  0.07
29 H 1.19 -4.60 -0.77  0.09
30 H 0.85 -4.22 1.53  0.09
31 C 2.44 -0.68 3.15  -0.13
32 O 3.84 -0.74 2.81  -0.14
33 H 1.91 -1.46 2.60  0.06
34 H 2.32 -0.86 4.22  0.08
35 H 2.05 0.30 2.89  0.06
36 H 3.83 -0.99 1.88  0.02
37 C -3.35 1.59 -2.46  -0.11
38 O -3.35 0.45 -3.31  -0.13
39 H -4.17 2.26 -2.70  0.08
40 H -3.42 1.28 -1.42  0.08
41 H -2.40 2.13 -2.54  0.07
42 H -3.21 0.71 -4.22  0.09
43 C 0.05 -0.36 0.17  -0.14
44 O -0.78 0.74 0.50  -0.13
45 H 0.07 -1.03 1.03  0.06
46 H -0.28 -0.93 -0.69  0.07
47 H 1.10 -0.08 -0.01  0.08
48 H -0.79 1.33 -0.27  0.05
49 C -2.30 -3.09 2.25  -0.15
50 O -1.71 -4.25 2.84  -0.12
51 H -1.53 -2.54 1.70  0.06
52 H -3.07 -3.41 1.54  0.07
53 H -2.70 -2.38 2.97  0.08
54 H -1.09 -3.92 3.50  0.07
55 C 0.85 3.43 -0.49  -0.11
56 O -0.29 2.99 -1.23  -0.16
57 H 0.52 3.75 0.49  0.08
58 H 1.54 2.60 -0.32  0.07
59 H 1.35 4.25 -1.00  0.09
60 H -0.04 2.71 -2.13  0.04
61 C 3.40 -2.03 -3.28  -0.15
62 O 2.79 -1.14 -2.36  -0.15
63 H 3.09 -1.78 -4.29  0.07
64 H 4.49 -1.91 -3.25  0.08
65 H 3.15 -3.07 -3.04  0.08
66 H 2.97 -1.46 -1.47  0.02
67 C 4.38 1.82 0.69  -0.16
68 O 4.62 3.12 0.16  -0.12
69 H 4.63 1.81 1.75  0.08
70 H 3.33 1.53 0.60  0.05
71 H 4.94 1.05 0.18  0.08
72 H 4.01 3.73 0.57  0.07
73 C -3.85 0.49 2.08  -0.16
74 O -4.72 -0.48 2.66  -0.12
75 H -3.16 0.82 2.86  0.08
76 H -3.22 0.10 1.28  0.05
77 H -4.40 1.38 1.73  0.08
78 H -5.19 -0.91 1.94  0.07
79 C 4.25 -3.19 0.54  -0.12
80 O 3.39 -2.08 0.28  -0.17
81 H 3.99 -4.04 -0.10  0.08
82 H 5.27 -2.92 0.28  0.09
83 H 4.18 -3.55 1.56  0.09
84 H 2.51 -2.35 0.59  0.04


#2
Below is a structure of composition C14H56O14, with properties calculated with ωB97M-V with the def2-TZVPD basis set.

Properties
HOMO level	-0.302	Eh
net charge	0
HOMO-LUMO gap	7.66	eV

Each line ends with the Löwdin charge.
Cartesian coordinates (Å):
1 C -0.12 0.03 0.28  -0.11
2 O 0.77 0.99 -0.21  -0.14
3 H -0.19 0.09 1.36  0.05
4 H -1.12 0.14 -0.14  0.06
5 H 0.36 -0.91 -0.01  0.10
6 H 0.37 1.86 -0.16  -0.11
7 C -1.05 -0.03 3.05  -0.05
8 O -2.30 0.10 2.36  -0.01
9 H -1.27 -0.16 4.11  0.13
10 H -0.50 -0.86 2.62  0.06
11 H -0.49 0.89 2.88  0.09
12 H -2.90 0.56 2.96  0.17
13 C 1.66 0.08 -2.32  -0.10
14 O 1.44 0.44 -3.64  -0.01
15 H 1.69 0.95 -1.67  0.08
16 H 0.79 -0.44 -1.90  0.07
17 H 2.52 -0.55 -2.08  0.12
18 H 1.36 -0.43 -4.04  0.13
19 C 1.63 -3.80 -0.80  -0.06
20 O 1.14 -2.46 -0.71  -0.18
21 H 1.00 -4.46 -0.20  0.09
22 H 1.50 -4.20 -1.81  0.10
23 H 2.65 -3.90 -0.44  0.09
24 H 0.98 -2.31 0.22  -0.17
25 C 3.31 1.32 0.98  -0.10
26 O 2.75 0.42 -0.02  -0.12
27 H 3.04 2.34 0.70  0.03
28 H 2.92 1.04 1.96  0.03
29 H 4.39 1.34 0.84  0.10
30 H 1.80 0.54 -0.10  -0.19
31 C -2.03 1.01 -2.07  -0.10
32 O -3.07 1.13 -1.09  -0.15
33 H -1.05 0.99 -1.59  0.06
34 H -2.15 0.13 -2.69  0.08
35 H -1.96 1.87 -2.74  0.07
36 H -2.83 0.61 -0.32  -0.26
37 C 2.69 -0.79 2.89  -0.03
38 O 1.41 -0.30 2.37  -0.20
39 H 2.84 -1.78 2.45  0.11
40 H 3.45 -0.08 2.58  0.07
41 H 2.70 -0.86 3.98  0.11
42 H 1.40 0.64 2.60  0.12
43 C -1.31 2.37 0.92  -0.02
44 O -0.32 2.80 0.01  -0.15
45 H -1.41 3.15 1.67  0.12
46 H -2.24 2.19 0.38  0.11
47 H -1.00 1.45 1.42  0.05
48 H -0.53 3.73 -0.17  0.12
49 C 1.84 3.60 -0.39  -0.18
50 O 1.34 4.85 -0.80  -0.06
51 H 1.50 3.44 0.63  0.10
52 H 1.48 2.70 -0.88  0.05
53 H 2.93 3.55 -0.49  0.11
54 H 0.40 4.95 -0.63  0.07
55 C 0.03 2.88 -2.63  -0.18
56 O -0.03 2.08 -3.80  -0.09
57 H -0.90 3.44 -2.53  0.10
58 H 0.15 2.26 -1.74  0.03
59 H 0.89 3.55 -2.55  0.09
60 H 0.67 1.43 -3.68  -0.11
61 C 0.66 -2.73 2.56  -0.07
62 O 1.03 -2.15 1.34  -0.10
63 H 1.38 -2.50 3.35  0.08
64 H -0.29 -2.38 2.95  0.08
65 H 0.63 -3.82 2.44  0.12
66 H 1.25 -1.24 1.57  -0.07
67 C -0.83 -2.14 -2.18  -0.12
68 O 0.44 -2.50 -2.77  -0.16
69 H -0.64 -1.34 -1.45  0.03
70 H -1.49 -1.78 -2.97  0.10
71 H -1.27 -2.99 -1.67  0.06
72 H 1.04 -2.63 -2.03  -0.07
73 C -2.08 -2.50 0.24  -0.15
74 O -2.45 -3.58 -0.55  -0.10
75 H -2.97 -2.21 0.80  0.07
76 H -1.31 -2.82 0.94  0.10
77 H -1.72 -1.64 -0.33  0.06
78 H -2.92 -3.27 -1.32  0.09
79 C -3.91 -0.28 0.53  -0.05
80 O -2.49 -0.12 0.39  -0.25
81 H -4.29 0.67 0.91  0.12
82 H -4.42 -0.53 -0.40  0.13
83 H -4.24 -1.09 1.17  0.10
84 H -2.12 -0.05 1.27  -0.16


According to the calculations, the structures order from most to least stable as #1, #2.